The following is a quantum chemistry calculation of C9H18AsF7N2OP as an isolated structure, from OMol25.

Energy relative to the best compared isomer or geometry (same formula, charge and spin), kJ/mol: 0.0
Total charge: -1
Energy, Ha: -3814.5982

Structure (XYZ):
```
39
Properties=species:S:1:pos:R:3:nbo_charge:R:1
As -1.156 -0.231 0.490 1.183
P -3.260 0.970 0.339 0.921
F 1.338 1.893 1.109 -0.321
F -0.424 3.195 0.925 -0.312
F -1.278 2.066 -1.264 -0.361
F 2.541 2.977 -0.886 -0.315
F 0.613 0.972 -1.593 -0.373
F 0.760 3.786 -1.785 -0.307
F 1.501 4.610 0.060 -0.315
O -1.877 -3.480 -1.953 -0.574
N -4.192 0.839 -0.950 -1.366
N -2.134 -1.622 1.491 -1.226
C 3.805 -0.989 0.864 -0.613
C 1.587 -1.582 -0.284 -0.406
C 1.327 3.475 -0.619 0.919
C -1.402 -2.708 -1.131 0.451
C 0.477 2.463 0.217 0.541
C -1.552 -1.217 -1.224 -0.908
C -0.267 1.379 -0.602 0.366
C 2.894 -0.776 -0.353 -0.395
C 0.611 -1.181 0.840 -0.764
H -2.571 -1.000 -1.563 0.284
H 3.698 -2.001 1.271 0.195
H -3.926 0.575 1.527 -0.096
H -2.304 -1.257 2.425 0.352
H 2.679 0.286 -0.450 0.209
H 1.890 -2.628 -0.121 0.185
H 4.860 -0.849 0.599 0.198
H 3.585 -0.273 1.666 0.205
H 1.140 -0.592 1.599 0.213
H -0.807 -3.116 -0.299 0.120
H -2.980 2.318 0.699 -0.099
H 3.430 -1.063 -1.269 0.189
H 0.287 -2.091 1.357 0.231
H -0.959 0.626 1.826 -0.174
H -5.112 0.470 -0.742 0.353
H 1.117 -1.567 -1.270 0.206
H -0.885 -0.895 -2.031 0.255
H -3.053 -1.780 1.083 0.349
```